Computed, not measured: an isolated molecule of C20H21N5O, with wB97M-V/def2-TZVPD.

## Properties
**Molar mass**: 347.42 g mol⁻¹
**Net charge**: 0
**SMILES**: O=C(NC1CC1)c1cc2c(N3CCC[C@@H]3c3ccccn3)ccnc2[nH]1
**Largest force on an atom**: 2.30 eV/Å
**Lowest unoccupied orbital energy**: 0.69 eV
**Energy above the lowest of the compared OMol25 structures with the same formula, charge and spin**: 0.0 kcal/mol
**Energy**: -1123.7315 hartree

Last column: Löwdin charge in e.
Atoms and positions in Å:
O 3.917 -1.634 0.185  0.057
C 3.202 -2.300 -0.561  -0.412
N 3.747 -3.316 -1.302  0.090
C 5.121 -3.665 -1.307  -0.323
C 5.531 -4.941 -1.974  -0.098
C 5.529 -4.836 -0.434  -0.089
C 1.752 -1.961 -0.563  -0.152
C 1.273 -0.653 -0.417  0.052
C -0.192 -0.702 -0.558  -0.067
C -1.238 0.237 -0.523  -0.156
N -1.109 1.617 -0.256  -0.035
C 0.208 2.206 0.050  -0.161
C -0.093 3.668 0.322  -0.164
C -1.352 3.928 -0.481  -0.140
C -2.188 2.652 -0.351  -0.211
C -3.120 2.768 0.883  -0.202
C -2.871 2.003 2.056  -0.020
C -3.653 2.176 3.192  -0.072
C -4.682 3.133 3.171  -0.072
C -4.951 3.788 1.956  -0.137
N -4.230 3.575 0.835  0.102
C -2.507 -0.280 -0.726  -0.049
C -2.748 -1.616 -0.868  -0.146
N -1.752 -2.529 -0.921  0.096
C -0.509 -2.071 -0.802  -0.281
N 0.668 -2.792 -0.817  0.134
H 3.095 -3.824 -1.892  0.142
H 5.849 -2.850 -1.296  0.150
H 4.773 -5.597 -2.400  0.096
H 6.488 -4.980 -2.496  0.097
H 4.666 -5.319 0.080  0.112
H 6.467 -4.716 0.126  0.100
H 1.916 0.189 -0.147  0.104
H 0.665 1.728 0.927  0.125
H 0.823 2.099 -0.837  0.120
H -0.316 3.821 1.397  0.121
H 0.775 4.278 0.076  0.113
H -1.866 4.793 -0.032  0.118
H -1.150 4.139 -1.538  0.122
H -2.776 2.489 -1.261  0.146
H -2.082 1.263 2.080  0.108
H -3.484 1.590 4.107  0.111
H -5.314 3.290 4.062  0.104
H -5.777 4.464 1.917  0.091
H -3.409 0.363 -0.677  0.116
H -3.801 -1.905 -0.952  0.110
H 0.703 -3.774 -1.030  0.151

=====

Computed, not measured: a structure of composition C20H21N5O3Re, with wB97M-V/def2-TZVPD.

## Properties
**Molar mass**: 565.63 g mol⁻¹
**Net charge**: +4
**Largest force on an atom**: 7.12 eV/Å
**Spin multiplicity**: 4
**Lowest unoccupied orbital energy (alpha / beta)**: -14.36 / -17.45 eV
**Energy above the lowest of the compared OMol25 structures with the same formula, charge and spin**: 87.6 kcal/mol
**Expectation value of S²**: 3.816
**Energy**: -1350.6779 hartree

Last column: Löwdin charge in e.
Atoms and positions in Å:
N -1.452 3.140 0.356  0.195
C -0.469 3.776 0.216  -0.248
C 0.608 4.736 0.051  -0.028
H 0.196 5.640 -0.439  0.131
H 1.430 4.336 -0.575  0.104
H 1.008 5.002 1.046  0.088
N 3.517 -2.753 -0.540  0.122
C 4.419 -3.256 -1.078  -0.215
C 5.625 -3.960 -1.567  -0.030
H 6.174 -3.415 -2.361  0.106
H 5.380 -4.966 -1.950  0.107
H 6.290 -4.073 -0.684  0.116
N -3.790 -0.788 0.300  0.145
C -4.105 -1.822 -0.116  -0.237
C -4.484 -3.110 -0.701  -0.032
H -4.006 -3.927 -0.141  0.100
H -4.129 -3.136 -1.744  0.092
H -5.579 -3.255 -0.678  0.119
Re 0.778 -0.816 -1.744  1.297
C 0.313 -2.248 -0.299  -0.080
O 0.067 -3.048 0.521  0.184
C 2.022 0.074 -0.298  -0.078
O 2.729 0.534 0.520  0.172
C 0.985 0.751 -3.168  -0.130
C -0.333 0.733 -2.666  -0.144
C -1.087 -0.440 -2.674  -0.130
C -0.525 -1.629 -3.174  -0.145
C 0.783 -1.636 -3.692  -0.116
C 1.554 -0.445 -3.698  -0.099
H 1.577 1.672 -3.139  0.163
H -0.755 1.654 -2.251  0.151
H -2.065 -0.428 -2.225  0.142
H -1.093 -2.548 -3.142  0.159
H 1.267 -2.571 -4.000  0.175
H 2.619 -0.460 -3.983  0.174
N -0.823 3.580 4.879  0.428
C -0.271 3.160 3.700  -0.282
O 0.535 3.854 3.081  0.321
C -0.780 1.845 3.182  -0.028
C -1.856 1.129 3.743  0.095
C -2.168 -0.126 3.219  0.131
C -1.421 -0.599 2.118  -0.013
N -0.444 0.099 1.547  0.131
C -0.118 1.281 2.051  -0.012
H -0.427 4.421 5.272  0.190
H -1.315 2.956 5.502  0.167
H -2.442 1.553 4.564  0.153
H -2.980 -0.742 3.602  0.167
H -1.640 -1.577 1.696  0.110
H 0.682 1.845 1.562  0.115

=====

Computed, not measured: an isolated molecule of C20H21NO2, with wB97M-V/def2-TZVPD.

## Properties
**Molar mass**: 307.39 g mol⁻¹
**Net charge**: 0
**SMILES**: Cc1cccc(OCCCOc2cccc3cccnc23)c1C
**Largest force on an atom**: 0.85 eV/Å
**Lowest unoccupied orbital energy**: 0.28 eV
**Energy above the lowest of the compared OMol25 structures with the same formula, charge and spin**: 23.9 kcal/mol
**Energy**: -979.9472 hartree

Last column: Löwdin charge in e.
Atoms and positions in Å:
C -6.267 -1.271 1.298  -0.047
C -5.237 -0.330 0.750  -0.240
C -5.488 1.037 0.723  -0.064
C -4.545 1.910 0.221  -0.086
C -3.339 1.434 -0.263  -0.027
C -3.074 0.071 -0.244  -0.214
O -1.912 -0.486 -0.702  -0.054
C -0.926 0.355 -1.259  -0.200
C 0.239 -0.527 -1.698  -0.129
C 1.344 0.294 -2.361  -0.193
O 1.802 1.354 -1.541  -0.034
C 2.555 1.150 -0.433  -0.195
C 2.699 2.268 0.369  -0.002
C 3.476 2.256 1.526  -0.077
C 4.132 1.117 1.908  -0.051
C 4.020 -0.045 1.127  -0.154
C 4.686 -1.242 1.470  -0.015
C 4.561 -2.346 0.674  -0.052
C 3.748 -2.247 -0.467  -0.128
N 3.114 -1.164 -0.814  0.096
C 3.226 -0.052 -0.059  -0.138
C -4.028 -0.822 0.267  -0.159
C -3.740 -2.294 0.287  -0.026
H -7.145 -0.725 1.636  0.074
H -5.864 -1.835 2.139  0.082
H -6.576 -1.987 0.538  0.082
H -6.427 1.416 1.099  0.103
H -4.743 2.971 0.202  0.101
H -2.615 2.134 -0.651  0.100
H -1.331 0.898 -2.125  0.137
H -0.579 1.087 -0.516  0.133
H -0.120 -1.272 -2.408  0.126
H 0.640 -1.051 -0.830  0.108
H 0.952 0.804 -3.246  0.129
H 2.170 -0.362 -2.645  0.109
H 2.189 3.169 0.065  0.119
H 3.554 3.157 2.116  0.106
H 4.741 1.094 2.799  0.108
H 5.291 -1.263 2.366  0.115
H 5.059 -3.274 0.907  0.101
H 3.611 -3.098 -1.122  0.109
H -4.487 -2.837 -0.291  0.085
H -3.767 -2.674 1.308  0.085
H -2.759 -2.488 -0.133  0.074

=====

Computed, not measured: an isolated molecule of C20H22Cl2N4S2, with wB97M-V/def2-TZVPD.

## Properties
**Molar mass**: 453.46 g mol⁻¹
**Net charge**: 0
**SMILES**: S=C(Nc1ccccc1Cl)N[C@H]1CC[C@H](NC(=S)Nc2ccccc2Cl)CC1
**Largest force on an atom**: 0.92 eV/Å
**Lowest unoccupied orbital energy**: 0.26 eV
**Energy above the lowest of the compared OMol25 structures with the same formula, charge and spin**: 0.0 kcal/mol
**Energy**: -2711.1715 hartree

Last column: Löwdin charge in e.
Atoms and positions in Å:
S -3.232 -2.335 0.173  0.722
C -3.038 -0.696 0.128  -0.788
N -4.034 0.225 0.248  0.042
C -5.407 0.115 0.414  -0.256
C -6.114 -1.083 0.482  -0.047
C -7.487 -1.083 0.649  -0.076
C -8.190 0.103 0.751  -0.091
C -7.508 1.307 0.685  -0.115
C -6.139 1.306 0.520  -0.572
Cl -5.310 2.840 0.440  0.703
N -1.814 -0.144 -0.054  0.020
C -0.581 -0.889 -0.149  -0.377
C 0.227 -0.785 1.148  -0.132
C 1.519 -1.586 1.028  -0.126
C 2.351 -1.081 -0.157  -0.334
N 3.581 -1.844 -0.284  0.019
C 4.714 -1.619 0.427  -0.895
S 5.660 -2.876 0.928  0.621
N 5.084 -0.342 0.742  0.031
C 4.898 0.834 0.031  -0.279
C 4.556 0.852 -1.322  -0.030
C 4.398 2.049 -1.993  -0.075
C 4.593 3.253 -1.337  -0.089
C 4.961 3.256 -0.002  -0.106
C 5.111 2.060 0.672  -0.585
Cl 5.581 2.070 2.345  0.712
C 1.540 -1.193 -1.448  -0.135
C 0.249 -0.389 -1.332  -0.134
H -3.743 1.199 0.210  0.070
H -5.579 -2.014 0.404  0.015
H -8.008 -2.027 0.698  0.106
H -9.261 0.101 0.881  0.103
H -8.037 2.245 0.762  0.103
H -1.723 0.862 -0.007  0.149
H -0.865 -1.934 -0.313  0.083
H -0.371 -1.166 1.977  0.120
H 0.461 0.264 1.349  0.123
H 1.280 -2.642 0.880  0.129
H 2.101 -1.499 1.948  0.124
H 2.611 -0.033 0.015  0.136
H 3.427 -2.834 -0.438  0.119
H 5.777 -0.289 1.480  0.086
H 4.435 -0.086 -1.839  0.112
H 4.133 2.039 -3.039  0.106
H 4.472 4.188 -1.862  0.103
H 5.132 4.185 0.519  0.105
H 1.301 -2.242 -1.633  0.127
H 2.130 -0.826 -2.288  0.111
H -0.332 -0.483 -2.251  0.122
H 0.490 0.668 -1.188  0.121